Entry 1:
31
Properties=species:S:1:pos:R:3:lowdin_charge:R:1 method="wB97M-V/def2-TZVPD" spin_multiplicity=3 total_energy_ha=-1965.8151 total_charge=0 s2=2.0189
Au -1.88217 -1.18922 -1.40413 1.17
O 0.16166 -1.97986 -1.56704 -0.06
C 0.96927 -1.79214 -0.65096 -0.18
C 0.68579 -1.51129 0.72370 -0.14
C 1.79574 -1.25409 1.53959 0.05
C 1.61152 -0.97443 2.86373 -0.15
C 0.33144 -0.95931 3.43060 0.03
C -0.76120 -1.21650 2.64784 0.02
C -0.62980 -1.48955 1.26518 -0.34
O -1.70571 -1.75864 0.59409 -0.14
N 2.77581 -0.69048 3.70316 -0.36
O 2.57668 -0.46348 4.88017 0.08
O 3.85874 -0.60177 3.15655 0.07
H 2.03280 -1.87696 -0.91165 0.14
H 2.79824 -1.26796 1.13204 0.13
H 0.22842 -0.73825 4.48336 0.12
H -1.76154 -1.20645 3.05709 0.13
N -0.52110 2.64343 -2.25494 0.19
C 0.17647 1.93935 -1.33774 -0.66
O -0.28329 0.95985 -0.77439 -0.01
C 1.56924 2.42441 -1.02507 -0.55
I 2.95082 1.59326 -2.42069 0.81
H -1.41966 2.30293 -2.56521 0.10
H -0.07718 3.37740 -2.77812 0.11
H 1.85576 2.05245 -0.04801 0.05
H 1.67529 3.50401 -1.07337 0.05
O -4.82507 -0.45921 -3.89188 -0.17
S -3.81248 0.03241 -3.00077 0.30
O -3.94016 1.48633 -2.80928 -0.13
O -4.00316 -0.51393 -1.60334 -0.27
O -2.43117 -0.37229 -3.36049 -0.39

=====

Entry 2:
19
Properties=species:S:1:pos:R:3:lowdin_charge:R:1 method="wB97M-V/def2-TZVPD" e_above_lowest_kcal_mol=81.5 total_charge=0
C 2.43170 1.49164 -1.08480 -0.37
C -1.79000 -1.23231 -1.31912 -0.06
C -1.58719 0.14598 -1.13891 -0.05
C -0.78760 -2.12786 -0.97422 -0.09
C -0.29602 0.65331 -0.92125 -0.03
C 0.48603 -1.67806 -0.84106 -0.06
C 0.75796 -0.28726 -0.92767 -0.23
C 1.49896 1.62429 1.72832 0.10
C 2.13565 0.23414 -0.63860 -0.65
N 2.88651 2.45809 -1.55524 0.18
Br 3.54003 -0.79211 0.07246 0.81
H -2.70247 -1.61905 -1.57801 0.07
H -2.33978 0.87778 -1.36803 0.10
H -0.97308 -3.16568 -1.24097 0.11
H -0.10694 1.67813 -0.80748 0.10
H 1.16682 -2.47318 -0.78226 0.08
H 2.08950 0.81103 2.20357 0.01
H 0.51670 1.25851 1.69483 -0.02
H 1.67516 2.62379 1.61927 -0.02

=====

Entry 3:
32
Properties=species:S:1:pos:R:3:lowdin_charge:R:1 method="wB97M-V/def2-TZVPD" spin_multiplicity=6 e_above_lowest_kcal_mol=33.7 total_charge=-2 s2=8.7582
Sm 0.55092 -0.04335 0.46921 1.64
O -3.26903 -1.46828 0.13426 0.03
C -2.10336 -1.08507 0.16494 -0.61
O -1.49912 -0.56439 1.16327 -0.14
C -1.13918 -1.16499 -1.04528 -0.63
O -0.81239 -2.26548 -1.53594 0.01
O -0.60640 -0.05015 -1.34503 -0.13
O 0.98820 -2.64931 0.41529 -0.19
P 2.41362 -2.11511 -0.21167 0.19
O 3.13467 -3.16634 -0.94374 -0.29
O 2.14260 -0.77215 -0.84341 -0.44
O 3.19365 -1.80959 1.20320 -0.27
P 2.82185 -0.60324 2.23579 0.18
O 3.06475 0.75629 1.30185 -0.23
O 3.80972 -0.61106 3.32854 -0.30
O 1.34244 -0.57014 2.47154 -0.38
H 0.41779 -2.85188 -0.36023 0.05
H 4.01006 0.90204 1.21729 0.07
Cl 1.93410 2.15057 -1.28691 0.74
C 0.33961 2.84113 -1.46456 -0.61
C -0.11506 3.17013 -2.71970 -0.14
C -1.42839 3.58410 -2.89140 -0.14
C -2.26452 3.62443 -1.78175 -0.13
C -1.80279 3.29128 -0.52918 -0.07
C -0.47355 2.85851 -0.29995 -0.40
C 0.02287 2.45732 0.98828 -0.23
H 0.55530 3.08588 -3.56266 0.09
H -1.79987 3.81566 -3.88069 0.08
H -3.30134 3.91400 -1.90907 0.09
H -2.48074 3.31777 0.31365 0.10
H -0.66411 2.70728 1.80297 0.03
H 1.04594 2.80500 1.20491 0.02

=====

Entry 4:
23
Properties=species:S:1:pos:R:3:lowdin_charge:R:1 method="wB97M-V/def2-TZVPD" e_above_lowest_kcal_mol=20.8 total_charge=0
C 0.49008 1.22844 -3.48279 -0.10
C 0.38230 2.15352 -2.49054 -0.12
C 0.63635 -0.10938 -3.21722 -0.09
C 0.52013 1.90590 -1.18180 0.00
C 0.65918 -0.52322 -1.89872 0.00
C 0.72327 0.51611 -0.93050 -0.27
C -0.67999 -1.24681 2.76763 -0.29
C -1.76688 -0.20053 2.63285 -0.04
C -0.22985 -1.83000 1.59627 -0.41
N -0.10435 -1.21164 3.99972 0.12
N 0.95814 -0.05742 0.26437 0.12
F -1.03245 -2.18667 0.64211 0.17
F 0.94725 -2.13355 4.14008 -0.10
F 0.96019 0.81066 1.37709 -0.07
F 0.95015 -2.26194 1.38356 0.17
H 0.49253 1.48854 -4.57785 0.13
H 0.33203 3.24410 -2.78365 0.13
H 0.46763 -0.90184 -4.03110 0.14
H 0.55571 2.64783 -0.37786 0.13
H 0.68844 -1.55402 -1.54366 0.12
H -1.95788 0.26716 3.65342 0.11
H -2.67154 -0.57175 2.17245 0.07
H -1.32043 0.52653 1.88615 0.08